# C17H27BrCl18O5S

A 7-piece molecular cluster, C17H27BrCl18O5S overall (ωB97M-V/def2-TZVPD, the Open Molecules 2025 dataset).

lowest unoccupied orbital energy	0.2	eV
F_max	2.668	eV Å⁻¹
SMILES	CCCCO[C@H]1COS(=O)(=O)[C@@H](OCC)[C@]1(C)Br.ClC(Cl)Cl.ClC(Cl)Cl.ClC(Cl)Cl.ClC(Cl)Cl.ClC(Cl)Cl.ClC(Cl)Cl

Structure (ORCA input):
```
! RIJCOSX wB97M-V def2-TZVPD def2/J DEFGRID3
* xyz 0 1
C 1.825 1.984 -2.011
C 1.352 2.029 -3.490
C -0.182 2.201 -3.570
C -0.970 0.888 -3.753
O -1.934 0.812 -2.692
C -2.002 -0.451 -2.061
C -0.699 -0.774 -1.292
O -0.824 -0.883 0.134
S -1.555 0.381 0.795
O -0.751 1.552 0.566
O -1.752 0.064 2.185
C -3.214 0.556 -0.023
O -3.265 1.883 -0.446
C -4.465 2.584 -0.092
C -4.150 4.091 -0.116
C -3.269 -0.455 -1.206
C -4.520 -0.095 -2.037
Br -3.629 -2.231 -0.430
H 1.976 0.949 -1.689
H 2.762 2.536 -1.897
H 1.097 2.444 -1.341
H 1.710 1.146 -4.024
H 1.794 2.929 -3.927
H -0.522 2.682 -2.650
H -0.454 2.894 -4.373
H -1.530 0.952 -4.696
H -0.325 0.007 -3.821
H -2.135 -1.231 -2.827
H 0.061 -0.013 -1.487
H -0.302 -1.713 -1.686
H -3.969 0.322 0.733
H -4.839 2.314 0.899
H -5.215 2.411 -0.868
H -4.170 4.537 0.879
H -3.174 4.275 -0.569
H -4.891 4.600 -0.737
H -4.913 -1.045 -2.411
H -4.279 0.511 -2.907
H -5.305 0.329 -1.415
C -2.864 -3.170 4.224
Cl -1.887 -4.552 3.724
Cl -4.485 -3.690 4.700
Cl -2.077 -2.295 5.542
H -2.956 -2.498 3.381
C 4.956 -0.315 -0.310
Cl 4.328 1.020 0.659
Cl 3.874 -0.659 -1.664
Cl 6.586 0.022 -0.886
H 4.993 -1.190 0.325
C -7.938 -0.302 -4.339
Cl -6.268 -0.357 -4.911
Cl -8.047 0.511 -2.776
Cl -8.978 0.489 -5.522
H -8.284 -1.319 -4.213
C 1.555 0.351 3.756
Cl 0.235 -0.685 4.309
Cl 1.106 2.055 3.847
Cl 3.013 0.034 4.700
H 1.763 0.116 2.720
C 7.000 -1.397 4.709
Cl 8.725 -1.342 4.326
Cl 6.712 -0.865 6.364
Cl 6.074 -0.418 3.573
H 6.669 -2.423 4.621
C 11.329 -4.519 3.861
Cl 10.741 -5.766 2.761
Cl 10.676 -4.754 5.482
Cl 13.093 -4.495 3.894
H 10.986 -3.560 3.497
*
```

=====

# C17H27BrCl2N4O4P

A 2-piece molecular cluster, C17H27BrCl2N4O4P overall (ωB97M-V/def2-TZVPD, the Open Molecules 2025 dataset).

lowest unoccupied orbital energy	-3.6	eV
F_max	3.609	eV Å⁻¹

Structure (ORCA input):
```
! RIJCOSX wB97M-V def2-TZVPD def2/J DEFGRID3
* xyz 1 1
C 4.891 -0.963 0.060
C 3.737 -1.828 -0.633
C 2.604 -2.215 0.406
Br 3.173 -2.076 2.315
C 1.236 -1.502 0.200
C 0.090 -2.261 0.624
P -0.094 -3.977 1.348
O -0.767 -4.038 2.674
N -0.972 -1.348 0.324
N -2.340 -1.418 0.494
C -2.755 -1.059 1.864
C -4.052 -0.213 2.176
O -2.090 -1.360 2.812
C -2.918 -2.680 0.018
C -3.237 -2.864 -1.511
O -3.207 -3.589 0.745
C -0.481 -0.197 -0.233
C -1.430 0.954 -0.699
O -2.270 0.412 -1.743
C -1.555 0.296 -2.984
N 0.901 -0.231 -0.305
C 1.857 0.771 -0.777
Cl 1.905 0.676 -2.611
C 1.479 2.276 -0.272
C 2.725 2.942 0.474
Cl 1.224 3.326 -1.774
H 4.445 -0.092 0.618
H 5.535 -0.495 -0.738
H 5.545 -1.599 0.699
H 3.366 -1.231 -1.504
H 4.267 -2.727 -1.045
H 2.407 -3.309 0.261
H 1.222 -4.533 1.374
H -0.845 -4.726 0.383
H -4.617 -0.775 2.957
H -4.644 0.037 1.265
H -3.663 0.712 2.686
H -3.615 -3.903 -1.673
H -2.346 -2.614 -2.135
H -4.103 -2.170 -1.717
H -0.910 1.834 -1.147
H -2.137 1.225 0.128
H -2.268 0.463 -3.837
H -0.726 1.036 -3.116
H -1.094 -0.733 -3.033
H 2.908 0.605 -0.453
H 0.565 2.275 0.364
H 2.354 3.908 0.895
H 3.486 3.157 -0.317
H 3.105 2.285 1.297
C -1.218 5.916 0.540
C -0.501 4.924 1.336
N 0.069 4.138 1.950
H -0.531 6.612 0.058
H -1.810 5.444 -0.246
H -1.901 6.503 1.156
*
```

=====

# C17H27ClN2O3S2

A single C17H27ClN2O3S2 molecule (ωB97M-V/def2-TZVPD, the Open Molecules 2025 dataset).

ΔE to the lowest compared entry with this formula, charge and spin	0.7	kcal per mole
lowest unoccupied orbital energy	0.5	eV
F_max	0.228	eV Å⁻¹
SMILES	CCS[C@H](C)C(=O)N(C)CCOCCN(C)C(=O)c1c(C)csc1Cl

Structure (ORCA input):
```
! RIJCOSX wB97M-V def2-TZVPD def2/J DEFGRID3
* xyz 0 1
C -0.136 0.239 -3.381
C -1.214 0.528 -2.347
S -0.821 2.091 -1.519
C -2.068 2.092 -0.186
C -3.493 2.116 -0.718
C -1.808 3.352 0.647
O -2.498 4.340 0.477
N -0.784 3.343 1.554
C -0.572 4.536 2.355
C 0.146 2.253 1.781
C 1.547 2.555 1.247
O 2.456 1.500 1.526
C 2.132 0.287 0.874
C 1.621 -0.731 1.888
N 1.279 -1.990 1.245
C 2.219 -3.090 1.350
C 0.092 -2.036 0.596
O -0.678 -1.084 0.591
C -0.238 -3.284 -0.165
C 0.398 -3.677 -1.388
C 1.558 -2.942 -1.993
C -0.175 -4.795 -1.910
S -1.464 -5.390 -0.952
C -1.250 -4.124 0.179
Cl -2.249 -4.008 1.565
H -0.342 -0.706 -3.886
H -0.095 1.024 -4.138
H 0.848 0.175 -2.915
H -2.186 0.608 -2.833
H -1.262 -0.259 -1.594
H -1.911 1.190 0.404
H -4.199 2.187 0.111
H -3.646 2.975 -1.367
H -3.706 1.200 -1.269
H -1.419 5.200 2.220
H -0.485 4.257 3.408
H 0.337 5.064 2.060
H 0.216 2.075 2.860
H -0.230 1.341 1.326
H 1.489 2.740 0.169
H 1.965 3.436 1.731
H 1.380 0.446 0.095
H 3.040 -0.096 0.397
H 2.395 -0.921 2.633
H 0.743 -0.340 2.401
H 1.809 -3.981 0.883
H 3.166 -2.841 0.866
H 2.415 -3.310 2.400
H 2.509 -3.317 -1.609
H 1.568 -3.056 -3.076
H 1.508 -1.877 -1.767
H 0.093 -5.299 -2.826
*
```

=====

# C17H27ClN2O3S2

A single C17H27ClN2O3S2 molecule (ωB97M-V/def2-TZVPD, the Open Molecules 2025 dataset).

ΔE to the lowest compared entry with this formula, charge and spin	2.3	kcal per mole
lowest unoccupied orbital energy	0.5	eV
F_max	0.216	eV Å⁻¹
SMILES	CCS[C@H](C)C(=O)N(C)CCOCCN(C)C(=O)c1c(C)csc1Cl

Structure (ORCA input):
```
! RIJCOSX wB97M-V def2-TZVPD def2/J DEFGRID3
* xyz 0 1
C 0.607 -1.600 -4.307
C 0.945 -0.438 -3.386
S 1.193 -1.069 -1.705
C 1.196 0.500 -0.781
C 2.402 1.366 -1.110
C 1.194 0.157 0.713
O 2.224 0.243 1.357
N 0.019 -0.246 1.291
C 0.017 -0.502 2.722
C -1.231 -0.497 0.601
C -1.591 -1.981 0.552
O -2.854 -2.192 -0.058
C -2.882 -1.907 -1.447
C -3.775 -0.701 -1.720
N -4.206 -0.655 -3.108
C -5.515 -1.192 -3.426
C -3.335 -0.133 -4.007
O -2.246 0.310 -3.670
C -3.751 -0.128 -5.450
C -3.737 -1.283 -6.298
C -3.395 -2.661 -5.812
C -4.082 -0.969 -7.575
S -4.429 0.696 -7.777
C -4.099 0.997 -6.125
Cl -4.235 2.576 -5.477
H 0.430 -1.232 -5.319
H 1.418 -2.330 -4.345
H -0.294 -2.113 -3.967
H 1.851 0.064 -3.725
H 0.125 0.279 -3.371
H 0.280 1.031 -1.044
H 2.387 2.278 -0.512
H 3.324 0.832 -0.892
H 2.387 1.644 -2.164
H 0.930 -0.098 3.147
H -0.849 -0.015 3.176
H -0.027 -1.571 2.945
H -2.033 0.036 1.125
H -1.184 -0.105 -0.411
H -0.802 -2.528 0.025
H -1.684 -2.389 1.559
H -1.874 -1.741 -1.838
H -3.304 -2.779 -1.959
H -4.661 -0.782 -1.089
H -3.260 0.227 -1.475
H -5.728 -1.062 -4.483
H -5.570 -2.256 -3.182
H -6.281 -0.668 -2.851
H -4.264 -3.154 -5.370
H -3.040 -3.283 -6.632
H -2.615 -2.624 -5.052
H -4.138 -1.638 -8.419
*
```

=====

The calculation returns the following gap between HOMO and LUMO values, one per record and in order: 10.231 9.286 8.885 9.032 eV.